116
Properties=species:S:1:pos:R:3 method="wB97M-V/def2-TZVPD" lumo_ev=1.918 homo_lumo_gap_ev=7.8 e_homo_ev=-5.92 relative_energy_kj_mol=3191.0 charge=-1 energy_ev=-112070.9264 multiplicity=1
C 0.777 1.037 0.173
C 0.768 0.504 -1.323
O 2.018 0.168 -1.851
H -0.208 1.052 0.640
H 1.251 2.018 0.214
H 1.418 0.309 0.669
H 0.245 1.313 -1.833
H 0.164 -0.400 -1.408
C 3.138 1.398 0.178
C 3.309 2.411 -0.839
O 4.662 2.512 -1.049
C 5.324 1.740 -0.285
O 6.535 1.779 -0.141
O 4.477 0.905 0.355
F 2.823 3.581 -0.471
H 2.507 0.551 -0.094
H 2.583 1.891 0.976
H 2.758 2.093 -1.724
C 1.854 -1.264 -3.172
C 0.724 -0.411 -3.753
O -0.043 -1.458 -4.398
C 0.577 -2.597 -4.447
O 0.164 -3.619 -4.949
O 1.736 -2.498 -3.909
F 1.031 0.359 -4.762
H 1.637 -1.487 -2.128
H 2.868 -0.869 -3.239
H 0.113 0.131 -3.031
C 3.841 -0.549 -2.106
C 3.654 -1.238 -0.774
O 4.887 -1.904 -0.541
C 5.838 -1.176 -1.188
O 7.024 -1.266 -1.034
O 5.229 -0.289 -2.013
F 2.756 -2.298 -0.812
H 3.192 0.322 -2.197
H 3.603 -1.170 -2.970
H 3.461 -0.606 0.093
C -5.178 -2.627 -0.199
C -4.891 -2.379 -1.681
O -3.565 -2.726 -2.009
P -2.369 -1.753 -1.479
O -2.221 -1.654 -0.018
O -1.052 -2.390 -2.157
C 0.230 -2.270 -1.593
C 0.915 -3.605 -1.787
O -2.646 -0.424 -2.320
C -2.084 0.834 -1.893
C -1.457 1.571 -3.063
H -5.045 -3.656 0.136
H -4.620 -1.972 0.471
H -6.221 -2.314 -0.160
H -5.475 -3.132 -2.211
H -5.279 -1.439 -2.075
H 0.809 -1.478 -2.068
H 0.073 -1.962 -0.559
H 0.517 -4.321 -1.068
H 0.957 -3.953 -2.819
H 1.933 -3.423 -1.441
H -2.961 1.406 -1.590
H -1.396 0.802 -1.049
H -2.203 1.829 -3.814
H -1.100 2.520 -2.662
H -0.597 1.095 -3.534
C -2.687 -0.359 2.862
C -1.181 -0.218 2.668
O -0.549 -1.400 3.158
P 1.058 -1.453 3.479
O 1.401 -2.488 4.449
O 1.358 0.072 3.943
C 2.690 0.544 3.925
C 3.185 1.120 2.603
O 1.775 -1.571 2.036
C 1.391 -2.523 1.086
C 2.461 -3.665 1.054
H -3.033 -0.773 3.810
H -3.237 0.581 2.909
H -3.169 -1.009 2.131
H -1.068 0.036 1.614
H -0.824 0.639 3.239
H 2.773 1.282 4.723
H 3.263 -0.264 4.379
H 2.532 1.895 2.199
H 4.204 1.495 2.689
H 3.258 0.388 1.799
H 0.447 -2.980 1.381
H 1.234 -2.073 0.106
H 2.349 -4.378 0.237
H 3.475 -3.279 0.944
H 2.407 -4.198 2.004
C -4.786 3.670 4.197
C -3.666 3.888 3.133
O -3.452 2.606 2.593
P -1.971 2.165 2.112
O -0.893 2.087 3.124
O -2.365 0.819 1.289
C -3.381 0.756 0.296
C -4.209 -0.516 0.576
O -1.663 3.281 0.983
C -0.343 3.474 0.480
C -0.180 3.031 -0.955
H -5.425 2.847 3.878
H -4.433 3.417 5.196
H -5.429 4.541 4.329
H -4.013 4.618 2.401
H -2.756 4.274 3.593
H -4.068 1.602 0.298
H -2.886 0.747 -0.675
H -4.942 -0.701 -0.210
H -3.575 -1.393 0.702
H -4.825 -0.533 1.475
H -0.079 4.531 0.514
H 0.449 2.939 1.002
H -0.705 3.711 -1.626
H 0.882 3.133 -1.175
H -0.566 2.035 -1.170